1.
ORCA calculation (ωB97M-V with the def2-TZVPD basis set) on a cluster of 2 separate species, C3H9FO2Si in total.

- lowest unoccupied orbital energy (eV) = 0.21
- orbital gap (eV) = 8.7
- SMILES = C=[Si](F)OC.CO
- calculated total energy (eV) = -17947.2390
- M (g mol⁻¹) = 124.19
- charge = 0

Each atom is followed by the atoms it is bonded to, with distances in Å.
Atoms and positions in Å:
1 O -3.00833 -0.50154 0.93950  C2 1.409, H7 0.962
2 C -3.09158 -0.77306 -0.44045  O1 1.409, H3 1.094, H11 1.096, H15 1.090
3 H -2.19885 -0.42974 -0.97221  C2 1.094
4 C 3.13789 -1.25140 0.26507  H8 1.072, H9 1.076, Si12 1.746
5 H 0.17449 2.36505 0.44216  C16 1.090
6 H 1.79768 1.83684 0.95411  C16 1.093
7 H -2.20450 -0.91281 1.27141  O1 0.962
8 H 3.54119 -2.24435 0.26348  C4 1.072
9 H 3.85404 -0.44924 0.29971  C4 1.076
10 O 0.56822 0.41889 0.10892  Si12 1.608, C16 1.391
11 H -3.22956 -1.84381 -0.63104  C2 1.096
12 Si 1.42922 -0.93891 0.08912  C4 1.746, O10 1.608, F14 1.598
13 H 1.43954 2.04595 -0.76967  C16 1.092
14 F 0.20801 -1.96369 -0.02137  Si12 1.598
15 H -3.95793 -0.23048 -0.81866  C2 1.090
16 C 1.02359 1.73054 0.18947  H5 1.090, H6 1.093, O10 1.391, H13 1.092

Atomic partial charges in e from the natural (NBO) method, atoms 1 to 8: number 1, O, carries -0.721; number 2, C, carries -0.244; number 3, H, carries 0.162; number 4, C, carries -1.341; number 5, H, carries 0.196; number 6, H, carries 0.178; number 7, H, carries 0.465; number 8, H, carries 0.247

=====

2.
ORCA calculation (ωB97M-V with the def2-TZVPD basis set) on a cluster of 2 separate species, C3H9FP in total.

- lowest unoccupied orbital energy (spin up / spin down) (eV) = -6.04 / -6.04
- orbital gap (spin up / spin down) (eV) = 8.6 / 8.6
- calculated total energy (eV) = -15254.2235
- M (g mol⁻¹) = 95.08
- charge = +1

Each atom is followed by the atoms it is bonded to, with distances in Å.
Atoms and positions in Å:
1 H -1.88097 0.87174 -1.21421  C13 1.123
2 H -0.92624 1.20443 1.73877  C6 1.077
3 H -0.77248 -0.60874 1.96900  C6 1.112
4 H 2.23983 0.22851 1.06269  C9 1.055
5 H 2.19780 -1.52364 0.71382  C9 1.038
6 C -1.15551 0.22866 1.34575  H2 1.077, H3 1.112, P7 1.821, H10 1.056
7 P -0.21357 -0.11963 -0.17280  C6 1.821, C13 1.774, F14 1.627
8 H 2.74896 -0.45786 -0.56611  C9 1.018
9 C 2.43964 -0.56535 0.39780  H4 1.055, H5 1.038, H8 1.018
10 H -2.15584 -0.01420 1.11089  C6 1.056
11 H -0.05850 1.58594 -1.82703  C13 1.158
12 H -0.98402 0.06770 -2.46969  C13 1.128
13 C -0.82870 0.75480 -1.58888  H1 1.123, P7 1.774, H11 1.158, H12 1.128
14 F -0.65040 -1.65236 -0.50001  P7 1.627

Atomic partial charges in e from the natural (NBO) method, atoms 1 to 8: number 1, H, carries 0.280; number 2, H, carries 0.279; number 3, H, carries 0.273; number 4, H, carries 0.207; number 5, H, carries 0.202; number 6, C, carries -0.967; number 7, P, carries 1.513; number 8, H, carries 0.201

=====

3.
ORCA calculation (ωB97M-V with the def2-TZVPD basis set) on a cluster of 2 separate species, C3H9IN3 in total.

- lowest unoccupied orbital energy (eV) = -6.81
- orbital gap (eV) = 6.0
- calculated total energy (eV) = -15817.0403
- M (g mol⁻¹) = 214.03
- charge = +1

Each atom is followed by the atoms it is bonded to, with distances in Å.
Atoms and positions in Å:
1 N 0.17426 1.37365 -1.43525  C7 1.405, C11 1.157
2 C -0.46757 -1.93894 1.17738  H8 1.080, H10 1.049, H12 1.125, N13 1.480
3 H -0.54779 -0.26612 0.18134  N13 0.968
4 N 0.52487 2.45418 0.70439  I5 2.236, C11 1.275, H16 1.012
5 I -0.85418 2.37773 2.46323  N4 2.236
6 H -0.26127 0.40033 -3.28374  C7 1.113
7 C 0.05362 0.22243 -2.23076  N1 1.405, H6 1.113, H9 1.092, H15 1.126
8 H 0.07625 -2.68170 0.61195  C2 1.080
9 H 0.85325 -0.51826 -2.16565  C7 1.092
10 H -1.51348 -2.00000 1.12661  C2 1.049
11 C 0.43324 1.92688 -0.45258  N1 1.157, N4 1.275
12 H -0.12112 -2.28504 2.19062  C2 1.125
13 N 0.18584 -0.74773 0.59023  C2 1.480, H3 0.968, H14 0.872
14 H 0.76212 -0.35506 1.11439  N13 0.872
15 H -0.72951 -0.42407 -1.74528  C7 1.126
16 H 1.43146 2.46170 1.15313  N4 1.012

Atomic partial charges in e from the natural (NBO) method, atoms 1 to 8: number 1, N, carries -0.241; number 2, C, carries -0.448; number 3, H, carries 0.337; number 4, N, carries -0.769; number 5, I, carries 0.510; number 6, H, carries 0.257; number 7, C, carries -0.467; number 8, H, carries 0.206

=====

4.
ORCA calculation (ωB97M-V with the def2-TZVPD basis set) on a cluster of 2 separate species, C3H9IN3 in total.

- lowest unoccupied orbital energy (spin up / spin down) (eV) = -4.74 / -4.74
- orbital gap (spin up / spin down) (eV) = 7.8 / 7.8
- calculated total energy (eV) = -15817.2426
- M (g mol⁻¹) = 214.03
- charge = +1

Each atom is followed by the atoms it is bonded to, with distances in Å.
Atoms and positions in Å:
1 C 0.75313 0.71684 -0.32292  I3 2.178, C15 1.530, N16 1.304
2 N -0.41479 -1.81480 0.40004  C4 1.360, N7 1.267, H13 1.113
3 I 2.72342 -0.12903 0.05780  C1 2.178
4 C -0.49104 -0.64673 1.09213  N2 1.360, H9 1.160, H14 1.092
5 H -1.36732 -2.92053 -1.05606  N7 1.079
6 H -0.54259 2.28905 -0.14002  C15 1.154
7 N -1.09340 -1.95514 -0.66071  N2 1.267, H5 1.079
8 H -0.95065 0.61396 -1.42346  N16 1.056
9 H -1.39378 0.03790 0.84407  C4 1.160
10 H 0.34214 -0.54788 -1.76895  N16 0.979
11 H 1.08285 2.86776 -0.14440  C15 1.106
12 H 0.43154 2.30052 1.36727  C15 1.057
13 H 0.38177 -2.54080 0.67674  N2 1.113
14 H 0.01112 -0.61090 2.06154  C4 1.092
15 C 0.48546 2.07103 0.33671  C1 1.530, H6 1.154, H11 1.106, H12 1.057
16 N 0.04212 0.26875 -1.31976  C1 1.304, H8 1.056, H10 0.979

Atomic partial charges in e from the natural (NBO) method, atoms 1 to 8: number 1, C, carries 0.253; number 2, N, carries -0.196; number 3, I, carries 0.261; number 4, C, carries -0.294; number 5, H, carries 0.400; number 6, H, carries 0.219; number 7, N, carries -0.548; number 8, H, carries 0.446

=====

5.
ORCA calculation (ωB97M-V with the def2-TZVPD basis set) on the molecule C3H9N.

- lowest unoccupied orbital energy (eV) = 1.17
- orbital gap (eV) = 9.9
- SMILES = CN(C)C
- calculated total energy (eV) = -4745.4042
- M (g mol⁻¹) = 59.11
- charge = 0

Each atom is followed by the atoms it is bonded to, with distances in Å.
Atoms and positions in Å:
1 H -1.67030 0.09880 1.50377  C13 1.148
2 H -1.75153 -0.64226 -0.68654  C6 1.117
3 H -0.70674 -0.00642 -1.95606  C6 1.053
4 H 1.20571 1.03650 -1.32258  C8 1.167
5 H -0.12834 -1.46031 -1.18234  C6 1.180
6 C -0.69716 -0.44335 -0.99829  H2 1.117, H3 1.053, H5 1.180, N9 1.416
7 H -0.23711 0.90387 1.95844  C13 1.034
8 C 1.21075 0.40716 -0.33934  H4 1.167, N9 1.445, H10 1.150, H12 1.149
9 N -0.20015 0.46509 -0.03312  C6 1.416, C8 1.445, C13 1.401
10 H 1.81245 0.89852 0.50858  C8 1.150
11 H 0.02297 -0.79097 1.62196  C13 1.166
12 H 1.68316 -0.63993 -0.36817  C8 1.149
13 C -0.54371 0.17327 1.29370  H1 1.148, H7 1.034, N9 1.401, H11 1.166

Atomic partial charges in e from the natural (NBO) method, atoms 1 to 8: number 1, H, carries 0.204; number 2, H, carries 0.196; number 3, H, carries 0.196; number 4, H, carries 0.218; number 5, H, carries 0.157; number 6, C, carries -0.409; number 7, H, carries 0.198; number 8, C, carries -0.432

=====

6.
ORCA calculation (ωB97M-V with the def2-TZVPD basis set) on a cluster of 2 separate species, C3H9N in total.

- lowest unoccupied orbital energy (eV) = 0.85
- orbital gap (eV) = 10.7
- SMILES = C=N.CC
- calculated total energy (eV) = -4744.6646
- M (g mol⁻¹) = 59.11
- charge = 0

Each atom is followed by the atoms it is bonded to, with distances in Å.
Atoms and positions in Å:
1 C -1.37522 2.05734 3.26252  N5 1.342, H8 1.166, H12 1.094
2 H 1.17022 -0.81186 -1.79736  C9 1.120
3 C 0.15137 -1.57786 -3.34112  H4 1.065, H6 1.164, C9 1.461, H10 1.116
4 H 0.18800 -2.13408 -4.24852  C3 1.065
5 N -0.07407 1.74420 3.16055  C1 1.342, H11 0.975
6 H -0.83602 -1.78126 -2.75980  C3 1.164
7 H 1.13317 -2.69988 -1.73334  C9 1.193
8 H -2.01902 1.69635 4.16481  C1 1.166
9 C 1.27598 -1.73618 -2.42147  H2 1.120, C3 1.461, H7 1.193, H13 1.157
10 H -0.01452 -0.56073 -3.77034  C3 1.116
11 H 0.08948 0.87872 3.57791  N5 0.975
12 H -1.79597 2.59604 2.40869  C1 1.094
13 H 2.29040 -1.85247 -2.96547  C9 1.157

Atomic partial charges in e from the natural (NBO) method, atoms 1 to 8: number 1, C, carries -0.056; number 2, H, carries 0.214; number 3, C, carries -0.612; number 4, H, carries 0.202; number 5, N, carries -0.614; number 6, H, carries 0.198; number 7, H, carries 0.203; number 8, H, carries 0.158

=====

Relative energy (zero: lowest compared OMol25 entry of this formula, charge and spin) in kJ/mol, matching the order above: 250.1 333.3 382.5 362.9 164.5 235.9